# 1
Molecular formula: C37H51CoN3OPS2Si4
Method: DFT, ωB97M-V with the def2-TZVPD basis set

The spin multiplicity is 2. The expectation value of S² is 0.778. As for the net charge: -1. The calculation puts the gap between HOMO and LUMO (spin up / spin down) at 5.84 / 5.82 eV.

Atoms and positions in Å:
H1 1.068 2.466 -1.016
C1 -1.643 -4.475 -2.694
N1 -2.828 3.257 4.096
C2 4.690 0.284 0.714
H2 2.943 2.073 -4.717
P1 2.009 0.782 1.279
H3 -3.243 1.871 -4.831
C3 -0.155 -2.936 2.830
C4 -3.342 0.782 1.736
C5 -0.902 -4.182 3.303
C6 2.363 3.422 4.373
C7 1.196 3.213 5.118
C8 -0.403 -2.014 -1.136
C9 2.093 1.388 -4.667
H4 0.161 -3.105 1.795
H5 3.414 -0.896 -3.011
H6 0.664 -1.107 -4.761
H7 2.560 2.970 -1.795
C10 1.749 1.668 2.784
H8 -1.817 -4.344 2.734
C11 -2.711 2.636 3.135
C12 -1.620 -1.330 4.195
N2 -0.383 -0.502 2.370
H9 -1.192 -4.140 -3.628
Si1 -2.017 -3.023 -1.549
H10 0.850 -2.538 4.717
H11 1.234 1.904 -5.102
H12 -2.424 4.310 -3.372
H13 -3.524 -4.488 -0.237
C13 -1.094 -1.718 2.811
H14 -4.077 3.146 -0.713
C14 -2.708 -3.807 0.013
C15 1.098 -2.691 3.663
C16 1.570 2.552 -1.978
C17 0.691 -2.762 -1.822
C18 -2.582 1.892 1.918
H15 -4.102 0.644 -3.902
H16 3.545 2.867 2.716
S1 -1.440 2.477 0.760
H17 -1.935 -4.390 0.518
H18 -0.272 -5.066 3.195
Si2 -2.648 2.036 -2.432
H19 -0.975 -5.208 -2.240
H20 -3.063 -0.939 -2.447
H21 -1.919 -1.912 2.124
C19 6.281 1.854 -0.174
C20 5.966 0.571 0.251
C21 -4.249 0.337 2.741
H22 -2.585 -4.978 -2.930
H23 -0.534 1.991 5.317
C22 3.207 -0.116 -2.275
Si3 -1.567 0.716 -0.759
H24 -2.425 0.379 -4.362
C23 -0.221 0.250 3.410
C24 -4.264 2.602 -1.640
H25 1.033 3.257 -2.610
C25 -3.323 -1.995 -2.428
N3 -4.972 -0.067 3.542
H26 6.716 -0.210 0.220
C26 -3.136 1.135 -4.030
H27 4.444 -0.718 1.043
C27 -1.719 3.600 -2.931
H28 1.648 -1.820 3.303
H29 7.276 2.080 -0.536
H30 5.545 3.852 -0.450
H31 -4.911 1.755 -1.410
H32 -1.402 -2.072 4.962
H33 3.000 -0.606 -1.325
Si4 1.761 0.910 -2.866
H34 -4.302 -2.093 -1.956
O1 -0.884 -0.149 4.526
H35 -1.245 4.082 -2.076
C28 0.614 1.412 3.600
C29 0.977 -2.464 -3.138
C30 0.533 -1.279 -3.700
H36 1.079 -3.665 -1.365
C31 3.696 1.261 0.755
H37 2.326 0.527 -5.295
C32 4.034 2.548 0.327
Co1 0.200 -0.330 0.447
C33 0.151 -0.131 -2.841
C34 5.310 2.846 -0.126
H38 -0.949 3.390 -3.674
H39 4.101 0.498 -2.155
H40 -0.282 -2.185 -0.031
C35 0.356 2.198 4.741
H41 3.067 4.191 4.672
H42 -4.798 3.268 -2.324
H43 -1.172 -4.108 4.358
S2 -3.286 -0.207 0.295
H44 -2.686 -1.101 4.209
H45 -0.545 0.518 -3.396
C36 -0.415 -0.514 -1.464
H46 3.280 3.326 0.355
C37 2.632 2.673 3.258
H47 1.762 -3.555 3.605
H48 -3.410 -2.324 -3.465
H49 1.537 -3.170 -3.743
H50 0.966 3.824 5.980
H51 -3.093 -3.065 0.711

Mulliken atomic charge list, values in e, 8 entries:
1. H -0.197
2. C -1.393
3. N -0.618
4. C -0.505
5. H 0.361
6. P 0.336
7. H 0.431
8. C 1.489


# 2
Molecular formula: C37H52AuN3O3P3S
Method: DFT, ωB97M-V with the def2-TZVPD basis set

The spin multiplicity is 3. The expectation value of S² is 2.011. As for the net charge: +3. The calculation puts the gap between HOMO and LUMO (spin up / spin down) at 8.51 / 6.33 eV.

Atoms and positions in Å:
H1 -0.287 -2.551 -3.493
C1 1.376 -2.834 2.237
C2 0.400 -2.315 -4.304
H2 1.008 -4.581 -2.801
H3 2.431 -2.799 2.476
H4 4.602 2.687 3.208
P1 -1.996 -0.571 2.698
H5 -0.521 1.156 -4.350
C3 4.292 0.165 -3.565
Au1 0.218 0.454 0.303
C4 -2.054 1.649 4.232
C5 -1.238 5.980 1.538
C6 -1.452 5.022 0.556
H6 -0.187 -1.990 -5.164
H7 0.429 0.822 5.105
C7 3.687 2.278 3.618
H8 3.235 2.016 -3.190
H9 -2.418 -3.043 1.480
H10 -4.880 -0.669 2.537
H11 2.508 1.063 -4.450
C8 -1.430 1.694 -4.086
C9 -4.576 -1.090 3.488
H12 -3.122 1.482 4.135
H13 -3.491 -2.572 6.899
H14 5.476 0.821 -6.781
C10 2.949 -3.621 -2.732
N1 1.222 -1.164 -3.878
C11 3.645 1.856 4.941
H15 -1.265 2.953 0.021
O1 -3.100 0.871 -0.726
C12 -5.528 -1.572 4.373
H16 -1.742 1.354 5.232
H17 4.529 1.937 5.561
C13 -3.811 -1.654 -3.040
C14 -0.549 3.335 2.021
H18 -3.725 2.771 -1.362
P2 -2.298 0.291 -1.945
H19 -3.007 -2.370 -3.195
H20 5.491 1.741 -4.410
C15 -0.814 -1.839 2.305
H21 4.767 0.163 -2.580
C16 2.475 1.334 5.471
H22 -5.880 -2.471 6.284
N2 -1.306 0.856 3.209
H23 0.577 -4.194 -5.242
H24 -0.495 6.378 3.514
H25 2.192 -5.263 -3.880
C17 -3.226 -1.145 3.841
H26 -1.773 -1.751 5.332
C18 5.253 0.696 -4.626
H27 3.710 -3.243 -3.421
P3 -0.058 1.635 2.277
H28 -1.300 2.757 -4.252
H29 -6.577 -1.536 4.111
C19 4.714 0.562 -6.049
C20 -2.823 -1.687 5.069
C21 -0.521 -4.029 1.335
C22 1.233 -3.537 -4.669
C23 2.555 2.180 2.824
H30 -4.961 1.476 -1.487
C24 -0.671 5.625 2.758
C25 -0.320 4.308 3.000
H31 1.923 -0.869 -4.546
C26 -1.107 3.700 0.793
H32 -1.502 7.013 1.349
H33 -1.857 2.705 4.083
H34 2.590 2.525 1.795
O2 -3.255 -0.307 -3.029
H35 -4.503 -1.674 -3.871
H36 2.095 0.816 -1.557
H37 -4.334 -1.847 -2.107
C27 0.557 -1.770 2.584
H38 3.861 1.218 -6.240
H39 0.151 4.041 3.939
H40 -0.933 -4.915 0.870
H41 -2.281 1.319 -4.645
C28 1.818 -4.316 -3.491
C29 0.840 -3.956 1.611
H42 4.047 -0.880 -3.790
H43 -1.874 5.311 -0.398
C30 -1.353 -2.975 1.676
C31 -3.786 -2.154 5.946
C32 1.376 1.659 3.357
O3 -1.671 1.544 -2.650
H44 2.601 -2.787 -2.115
H45 0.980 -0.919 3.101
H46 -4.494 2.121 0.111
H47 3.447 -4.323 -2.063
C33 1.235 -0.558 -2.707
H48 2.027 -3.240 -5.365
C34 1.336 1.236 4.682
H49 4.411 -0.470 -6.258
N3 2.048 0.467 -2.501
H50 6.190 0.149 -4.538
C35 -5.133 -2.097 5.596
C36 -4.152 1.890 -0.891
C37 3.014 0.991 -3.484
S1 0.192 -1.146 -1.414
H51 2.445 1.008 6.503
H52 1.484 -4.788 1.357

Mulliken atomic charge list, values in e, 8 entries:
1. H 0.343
2. C -0.708
3. C -0.623
4. H 0.235
5. H 0.515
6. H 0.454
7. P -0.102
8. H 0.170


# 3
Molecular formula: C37H52BFHfN9O3S3
Method: DFT, ωB97M-V with the def2-TZVPD basis set

The energy relative to the best compared isomer or geometry (same formula, charge and spin) is 58.6 kJ/mol. As for the net charge: +3. The calculation puts the gap between HOMO and LUMO at 7.28 eV.

Atoms and positions in Å:
H1 1.189 3.692 5.440
H2 -3.377 2.750 0.690
H3 -1.663 -6.456 -4.195
C1 -2.846 -6.531 -5.977
H4 2.394 -4.271 -6.079
N1 3.054 3.297 -0.470
H5 -2.450 -1.654 -1.038
C2 3.584 2.531 1.544
H6 -4.025 6.147 2.094
F1 -4.126 -3.089 -2.288
N2 1.320 -3.343 -2.960
C3 -1.097 3.243 2.563
C4 2.973 -1.563 5.574
C5 3.377 3.729 -1.892
B1 1.506 3.224 2.825
C6 1.628 -0.947 5.952
H7 -2.964 -7.586 -6.212
H8 1.496 4.777 -2.268
C7 1.333 1.603 6.105
C8 -2.006 -2.322 -1.764
O1 2.051 0.469 -0.409
H9 -5.285 5.192 2.847
N3 0.106 3.842 2.627
C9 1.617 -1.645 -1.307
C10 -0.609 -2.370 -1.918
H10 5.116 4.854 -1.187
H11 -3.842 -4.888 -6.816
C11 -0.908 -4.094 -3.600
H12 1.473 -5.177 -3.962
S1 0.274 3.056 -0.375
C12 -4.209 5.353 2.819
C13 2.099 -2.549 -2.222
C14 0.442 -1.776 5.470
C15 -2.801 -3.137 -2.494
C16 1.968 -4.208 -3.981
H13 4.065 2.212 2.452
N4 1.526 0.453 5.355
C17 2.566 -0.766 -0.553
H14 -5.105 -4.938 -3.366
S2 1.789 -0.307 2.733
H15 2.377 -0.200 7.864
C18 1.586 0.810 4.058
C19 -3.554 4.030 2.428
H16 2.472 4.378 -3.676
H17 0.468 -2.743 5.974
H18 3.713 1.638 -2.368
H19 -4.504 -6.317 -7.253
H20 2.540 -2.660 -5.377
C20 -3.839 3.699 0.968
C21 1.910 3.114 0.176
H21 -4.915 3.612 0.820
H22 3.167 -2.660 -2.365
C22 -4.076 2.945 3.367
C23 -1.419 5.431 2.603
H23 1.258 1.592 7.175
H24 -0.498 -1.285 5.724
H25 2.225 4.097 3.220
C24 1.566 -0.815 7.470
H26 -0.485 -4.753 -4.342
N5 1.453 2.143 3.966
C25 1.955 -3.580 -5.360
H27 3.084 -1.738 4.507
H28 -3.464 4.484 0.309
C26 -5.114 -5.657 -5.362
Hf1 0.588 0.831 0.861
H29 -3.294 -6.995 -3.910
S3 -1.328 1.522 2.401
H30 4.491 5.350 -2.754
H31 -3.894 5.684 3.809
H32 3.060 -2.526 6.076
C27 -2.283 -4.065 -3.439
H33 -5.164 2.975 3.321
H34 0.729 5.902 2.711
C28 0.233 -1.541 -1.118
H35 0.609 -0.425 7.817
H36 -3.779 3.139 4.399
H37 0.940 -3.345 -5.684
N6 -3.111 -4.920 -4.170
H38 -1.964 6.355 2.624
C29 -0.093 5.210 2.649
H39 3.621 5.801 -1.285
H40 5.211 2.564 -2.164
H41 -3.763 1.945 3.088
C30 2.127 4.007 -2.711
H42 5.132 2.991 0.079
H43 1.529 3.114 -2.878
C31 -2.695 -6.280 -4.481
H44 4.237 2.789 -3.610
C32 4.202 5.009 -1.760
O2 -0.307 -0.745 -0.242
H45 -4.765 -3.690 -4.560
N7 -4.097 -5.812 -6.464
H46 3.794 -0.930 5.916
C33 4.188 2.606 -2.536
H47 1.682 -1.814 7.888
C34 4.103 2.923 0.383
N8 2.190 2.674 1.460
C35 -0.062 -3.273 -2.836
H48 -2.019 -6.126 -6.556
H49 2.979 -4.380 -3.619
O3 3.622 -1.128 -0.131
H50 -6.028 -5.258 -5.796
N9 -2.047 4.192 2.573
H51 0.468 -1.955 4.397
C36 1.297 2.639 5.250
H52 -5.316 -6.661 -4.998
C37 -4.562 -4.723 -4.287

Mulliken atomic charge list, values in e, 8 entries:
1. H 0.706
2. H 0.219
3. H 0.495
4. C -0.707
5. H 0.387
6. N 0.622
7. H 0.660
8. C -1.455


# 4
Molecular formula: C37H52ClFeN4O2SSi4Te
Method: DFT, ωB97M-V with the def2-TZVPD basis set

The energy relative to the best compared isomer or geometry (same formula, charge and spin) is 56.8 kJ/mol. As for the net charge: -1. The calculation puts the gap between HOMO and LUMO at 5.09 eV.

Atoms and positions in Å:
H1 3.067 4.768 -0.923
C1 2.915 -0.591 -1.602
H2 3.199 -1.415 0.920
Cl1 -6.799 -2.863 1.098
H3 3.435 -2.389 2.377
C2 2.320 5.349 -1.460
H4 -0.057 2.801 -6.202
C3 0.743 3.660 -0.661
H5 -0.043 0.009 6.405
C4 2.932 0.780 -1.386
C5 -3.692 -0.868 -0.507
C6 2.498 5.135 -2.958
C7 0.895 -3.261 -0.618
H6 6.281 1.282 -1.578
Fe1 -1.262 1.228 -0.719
H7 1.727 -4.885 2.922
C8 -2.625 -1.204 -1.395
H8 3.850 -3.060 0.788
N1 1.710 2.831 -1.081
C9 2.186 0.023 4.217
H9 0.562 -2.293 -1.017
Te1 -1.130 0.238 1.547
H10 -2.424 -5.354 4.125
C10 4.100 -1.292 -1.790
C11 -0.165 0.105 -5.604
H11 3.062 -0.404 3.716
H12 2.507 0.442 5.177
H13 1.968 -2.458 6.320
C12 5.335 0.753 -1.578
H14 -4.334 -2.854 3.332
H15 -0.435 6.413 -2.684
C13 -0.333 -1.160 -5.120
H16 -0.836 5.604 -0.278
Si1 0.837 -1.257 4.442
H17 -0.978 -2.405 -3.462
C14 -1.177 3.224 -3.025
C15 -0.823 -1.391 -3.814
H18 -1.142 -1.312 5.949
N2 1.000 4.966 -0.953
N3 -1.178 2.002 -2.572
C16 -4.606 -1.875 -0.141
H19 -0.680 -5.228 3.827
H20 0.846 -3.534 5.463
C17 -0.870 0.990 -3.453
C18 -5.113 0.748 0.639
C19 -0.453 1.219 -4.775
N4 -1.759 -0.332 -1.749
H21 2.424 -3.162 4.757
C20 -1.578 -4.658 4.084
H22 4.145 2.522 -1.240
S1 -0.648 3.246 0.251
H23 -5.307 1.770 0.940
C21 -0.791 3.549 -4.347
Si2 1.387 -3.108 1.192
H24 2.364 4.078 -3.191
H25 -0.114 -2.006 -5.760
H26 1.954 -1.094 -1.617
C22 1.590 -2.740 5.331
H27 0.499 6.621 0.228
H28 2.467 6.403 -1.211
C23 -1.104 -0.338 -2.990
H29 -1.097 0.170 4.982
C24 0.092 6.052 -0.615
C25 5.314 -0.622 -1.767
H30 -3.446 -1.337 3.064
H31 -1.436 -4.243 5.089
C26 1.474 -4.872 1.856
H32 6.242 -1.168 -1.888
O1 0.641 0.783 -1.014
H33 -2.643 -2.189 -1.871
H34 0.515 -5.386 1.736
H35 1.731 -3.614 -1.233
H36 4.072 -2.364 -1.946
H37 -2.263 -3.427 0.383
H38 0.066 -3.967 -0.724
H39 -1.469 3.987 -2.312
C27 -3.390 -2.329 3.524
H40 -6.829 -0.038 1.615
H41 1.768 5.715 -3.529
C28 -3.934 0.505 -0.130
H42 -0.804 4.584 -4.664
C29 3.133 -2.429 1.326
H43 1.811 0.840 3.591
H44 0.159 0.273 -6.625
C30 -5.698 -1.584 0.616
C31 -0.482 -0.529 5.558
H45 3.502 5.439 -3.268
H46 2.238 -5.446 1.317
C32 -2.402 -4.118 1.221
C33 -5.958 -0.257 1.009
H47 -3.281 -2.195 4.606
H48 -0.997 7.657 -1.554
C34 1.630 1.499 -1.124
H49 -1.778 -5.000 1.041
H50 0.703 7.601 -2.033
H51 -4.432 -2.895 -0.468
C35 -0.391 2.567 -5.197
Si3 -0.124 -1.842 2.416
C36 4.149 1.451 -1.391
Si4 -1.923 -3.275 2.839
H52 -3.452 -4.432 1.231
C37 -0.168 6.988 -1.792
O2 -3.189 1.480 -0.470

Mulliken atomic charge list, values in e, 8 entries:
1. H 0.454
2. C -0.015
3. H 0.197
4. Cl -0.282
5. H 0.326
6. C -0.845
7. H 0.439
8. C 0.225